{
  "formula": "C26H26N5PdS2Se",
  "method": "ωB97M-V with the def2-TZVPD basis set",
  "total_charge": 1,
  "multiplicity": 5,
  "fmax_ev_per_a": 0.67,
  "e_above_lowest_kcal_mol": 5.35,
  "elements": ["Pd", "N", "C", "S", "N", "N", "C", "C", "C", "C", "C", "C", "N", "H", "H", "H", "H", "H", "H", "H", "C", "C", "C", "C", "C", "C", "C", "C", "C", "S", "C", "N", "H", "H", "H", "H", "H", "H", "H", "H", "C", "C", "C", "C", "C", "C", "Se", "C", "C", "C", "H", "H", "H", "H", "H", "H", "H", "H", "H", "H", "H"],
  "coordinates": [[-0.3826, 1.1820, 0.3954], [-2.9005, 1.4743, 4.1445], [-1.8428, 1.4466, 3.3001], [-1.7639, 2.6698, 2.0608], [-0.9426, 0.5179, 3.5273], [0.0219, 0.5613, 2.5681], [1.2082, 0.2370, 2.8859], [2.2526, 0.3636, 1.8614], [3.5607, -0.0319, 2.1025], [4.5095, 0.1416, 1.1115], [4.1280, 0.7064, -0.0958], [2.8025, 1.0633, -0.2624], [1.8854, 0.9015, 0.6907], [-3.5076, 2.2745, 4.1397], [-2.8498, 0.9105, 4.9765], [1.4548, -0.0658, 3.8999], [3.8183, -0.4703, 3.0580], [5.5350, -0.1619, 1.2771], [4.8379, 0.8723, -0.8939], [2.4567, 1.4905, -1.1970], [-3.2741, -0.5295, 0.4198], [-3.5107, 0.7548, -0.3102], [-4.8257, 1.1669, -0.6162], [-5.0295, 2.3646, -1.2285], [-3.9209, 3.1750, -1.5505], [-4.0677, 4.4324, -2.1895], [-2.9758, 5.2092, -2.4876], [-1.6985, 4.7608, -2.1496], [-1.5029, 3.5315, -1.5097], [0.0674, 3.0728, -1.0744], [-2.6440, 2.7013, -1.2145], [-2.4622, 1.5006, -0.6138], [-4.1996, -1.0868, 0.5464], [-2.8568, -0.3174, 1.4075], [-2.5578, -1.1506, -0.1179], [-5.6545, 0.5263, -0.3487], [-6.0290, 2.7087, -1.4665], [-5.0660, 4.7710, -2.4401], [-3.0990, 6.1665, -2.9747], [-0.8316, 5.3703, -2.3699], [3.8182, -5.3013, -0.2566], [2.8985, -4.1455, -0.5356], [3.0033, -3.4167, -1.7187], [2.1424, -2.3765, -2.0144], [2.3303, -1.6245, -3.3068], [1.1373, -2.0378, -1.0703], [0.0088, -0.6114, -1.5093], [1.0088, -2.7646, 0.1313], [-0.0940, -2.5311, 1.1258], [1.8995, -3.8002, 0.3680], [4.7278, -5.2415, -0.8516], [3.3217, -6.2426, -0.5019], [4.0911, -5.3436, 0.7977], [3.7827, -3.6694, -2.4289], [3.1501, -2.0558, -3.8786], [2.5587, -0.5722, -3.1303], [1.4288, -1.6590, -3.9210], [-0.4575, -1.5032, 1.1149], [0.2419, -2.7674, 2.1344], [-0.9439, -3.1811, 0.9015], [1.8027, -4.3662, 1.2887]],
  "forces_ev_per_angstrom": [[0.096, 0.658, 0.099], [-0.040, 0.109, -0.137], [-0.039, -0.002, 0.243], [0.197, -0.149, 0.049], [-0.015, 0.182, -0.350], [-0.245, -0.380, -0.067], [0.213, 0.033, -0.114], [-0.112, -0.105, 0.058], [0.054, -0.049, 0.057], [0.055, -0.032, 0.006], [-0.008, -0.003, 0.003], [-0.067, -0.019, 0.035], [-0.027, 0.044, 0.038], [0.022, -0.027, 0.015], [0.013, 0.007, 0.027], [0.024, 0.013, -0.004], [0.004, 0.017, -0.021], [-0.014, 0.017, 0.003], [-0.013, -0.018, 0.005], [-0.008, 0.031, 0.015], [-0.039, 0.035, -0.008], [-0.009, -0.015, 0.027], [0.025, -0.071, 0.012], [-0.034, 0.054, -0.028], [-0.100, 0.084, -0.075], [-0.017, -0.011, 0.011], [0.045, -0.039, 0.021], [-0.075, -0.040, 0.009], [-0.104, 0.016, -0.065], [-0.036, -0.069, 0.064], [0.175, 0.017, -0.054], [-0.039, -0.145, 0.144], [0.004, 0.000, 0.005], [0.017, 0.007, 0.006], [0.014, -0.004, -0.014], [0.015, -0.001, -0.004], [0.019, -0.010, -0.003], [0.018, -0.011, 0.008], [0.001, -0.015, 0.005], [-0.004, -0.019, 0.013], [-0.059, 0.060, 0.002], [0.027, -0.042, 0.023], [0.021, -0.007, 0.033], [-0.004, 0.023, -0.010], [-0.070, -0.032, 0.072], [0.128, 0.039, -0.191], [-0.056, -0.075, -0.080], [0.023, -0.018, 0.102], [-0.027, 0.088, -0.067], [0.025, -0.033, 0.061], [-0.002, 0.010, -0.001], [0.001, 0.001, -0.005], [-0.004, 0.007, -0.005], [-0.014, 0.001, 0.016], [-0.016, -0.006, 0.012], [0.005, 0.005, -0.003], [-0.012, 0.012, 0.014], [0.068, -0.113, 0.011], [-0.007, -0.013, 0.013], [0.007, 0.005, -0.015], [-0.003, -0.003, -0.016]]
}


{
  "formula": "C6H10O",
  "method": "ωB97M-V with the def2-TZVPD basis set",
  "total_charge": 0,
  "multiplicity": 1,
  "fmax_ev_per_a": 0.59,
  "e_above_lowest_kcal_mol": 14.03,
  "smiles": "C=CCCCC=O",
  "elements": ["O", "C", "C", "C", "C", "C", "C", "H", "H", "H", "H", "H", "H", "H", "H", "H", "H"],
  "coordinates": [[1.5354, 1.7491, -0.2703], [0.9317, 1.1578, -1.1346], [0.8034, -0.3491, -1.2169], [0.8923, -1.0810, 0.1225], [-0.4474, -1.0784, 0.8872], [-0.8567, 0.3288, 1.2223], [-1.7363, 1.1042, 0.5915], [-1.8258, 2.1583, 0.8484], [0.4724, 1.7165, -1.9798], [1.6190, -0.6714, -1.8826], [-0.1285, -0.5970, -1.7416], [1.6731, -0.6096, 0.7310], [1.2051, -2.1176, -0.0490], [-1.2080, -1.5992, 0.2904], [-0.3196, -1.6607, 1.8100], [-0.2476, 0.7836, 2.0038], [-2.3624, 0.7656, -0.2323]],
  "forces_ev_per_angstrom": [[-0.235, -0.310, -0.441], [0.309, 0.168, 0.269], [-0.050, -0.025, 0.030], [0.087, -0.040, 0.020], [-0.070, -0.054, -0.030], [0.040, 0.193, -0.091], [0.112, -0.069, 0.022], [-0.060, -0.244, 0.071], [0.057, -0.049, 0.120], [-0.109, 0.071, 0.066], [0.106, 0.062, 0.048], [-0.124, -0.050, -0.068], [-0.076, 0.144, 0.027], [0.053, 0.199, 0.032], [-0.044, 0.134, -0.144], [-0.105, 0.020, -0.070], [0.109, -0.149, 0.141]]
}


{
  "formula": "C4H8BrN2",
  "method": "ωB97M-V with the def2-TZVPD basis set",
  "total_charge": 1,
  "multiplicity": 3,
  "fmax_ev_per_a": 4.69,
  "e_above_lowest_kcal_mol": 46.71,
  "elements": ["C", "C", "C", "C", "N", "N", "Br", "H", "H", "H", "H", "H", "H", "H", "H"],
  "coordinates": [[0.5033, 0.6750, 0.7171], [-0.7554, -0.7145, -1.1122], [-1.1554, -0.9585, 0.4202], [0.5937, -0.2878, -1.2838], [-0.2597, -0.1948, 1.2936], [1.2528, 1.6141, 1.1162], [0.7776, 0.9256, -2.7840], [-0.7931, -1.7053, -1.5691], [-1.4675, -0.0876, -1.7497], [-2.0944, -0.4877, 0.4014], [-1.1955, -1.9890, 0.6747], [1.5387, -0.7093, -0.9445], [-0.1839, -0.2249, 2.2564], [1.9382, 2.0553, 0.5039], [1.3006, 2.0895, 2.0597]],
  "forces_ev_per_angstrom": [[-1.536, 0.425, 1.684], [-1.330, -1.094, 0.433], [0.309, 1.219, -1.783], [2.069, 0.771, -4.135], [0.766, 0.891, -2.972], [1.943, 2.411, 1.624], [0.355, -0.799, 1.272], [-0.375, -0.293, -0.135], [0.765, -0.664, 1.483], [-1.531, 0.125, 0.881], [0.068, -0.688, 0.337], [-0.349, -0.053, -0.052], [-0.312, -0.841, 2.603], [-0.409, -0.264, -0.317], [-0.433, -1.147, -0.923]]
}


{
  "formula": "C5H4BrN",
  "method": "ωB97M-V with the def2-TZVPD basis set",
  "total_charge": 0,
  "multiplicity": 1,
  "fmax_ev_per_a": 4.87,
  "e_above_lowest_kcal_mol": 79.27,
  "smiles": "C=C=C=C/N=C/Br",
  "elements": ["C", "C", "C", "C", "C", "N", "Br", "H", "H", "H", "H"],
  "coordinates": [[-0.1324, -1.7154, -0.3760], [-0.0440, -0.6862, -1.1560], [-0.2815, -1.5631, 0.9816], [0.1287, 0.6170, -1.4729], [0.2098, 0.7142, 0.8111], [-0.0608, -0.3639, 1.4800], [-0.9885, 2.1627, 1.2701], [-0.6545, -2.2647, 1.6516], [1.0733, 1.0874, -1.7275], [-0.5872, 1.0224, -2.1907], [1.3372, 0.9897, 0.7287]],
  "forces_ev_per_angstrom": [[0.291, 2.071, -4.394], [0.397, -3.298, 2.490], [0.445, 2.358, 1.044], [-0.393, 0.109, -0.996], [2.467, 2.058, 0.150], [-0.868, -1.584, -0.323], [0.398, 0.039, -0.196], [-0.372, -1.381, 1.044], [0.371, -0.402, 0.708], [-0.515, 0.247, 0.562], [-2.221, -0.216, -0.088]]
}


{
  "formula": "C41H34BClF2HgN3O3P",
  "method": "ωB97M-V with the def2-TZVPD basis set",
  "total_charge": -1,
  "multiplicity": 2,
  "total_energy_ha": -3152.40325,
  "fmax_ev_per_a": 2.12,
  "elements": ["Hg", "Cl", "C", "C", "C", "C", "O", "C", "C", "N", "C", "C", "C", "C", "C", "C", "C", "C", "N", "C", "C", "H", "H", "H", "H", "H", "H", "H", "H", "H", "H", "C", "C", "C", "C", "C", "O", "C", "N", "C", "C", "C", "C", "C", "C", "P", "C", "C", "C", "C", "C", "C", "C", "C", "C", "C", "C", "C", "H", "H", "H", "H", "H", "H", "H", "H", "H", "H", "H", "H", "H", "H", "H", "H", "H", "H", "H", "H", "H", "H", "H", "H", "F", "B", "F", "O", "C"],
  "coordinates": [[0.8955, 0.8582, -0.0971], [1.5140, 1.9748, 7.1978], [1.7251, 1.7915, 5.4689], [2.9489, 1.2258, 5.0937], [3.2145, 1.1213, 3.7463], [2.3005, 1.5545, 2.7010], [2.5803, 1.3146, 1.4455], [1.0663, 2.1702, 3.1357], [0.0099, 2.6183, 2.2987], [-0.1018, 2.5706, 0.9244], [-0.9011, 3.4554, 0.2701], [-1.5643, 4.4850, 0.9203], [-2.3926, 5.3658, 0.1998], [-2.7096, 5.1607, -1.1170], [-2.0584, 4.1303, -1.8409], [-2.2329, 3.9414, -3.2347], [-1.5281, 2.9780, -3.8589], [-0.6517, 2.1430, -3.0724], [-0.4974, 2.3085, -1.7860], [-1.1966, 3.2733, -1.1643], [0.7725, 2.1008, 4.5309], [3.6527, 0.9267, 5.8780], [4.0848, 0.6073, 3.4872], [-0.8208, 3.0499, 2.8515], [-1.3028, 4.7096, 1.9285], [-2.9241, 6.1250, 0.7851], [-3.3545, 5.7981, -1.7308], [-2.9136, 4.5661, -3.8058], [-1.5616, 2.8814, -4.9507], [-0.0512, 1.3585, -3.5030], [-0.1209, 2.6376, 4.8400], [-4.6720, -1.2255, 1.2158], [-3.9201, -0.0293, 1.7646], [-3.2524, -0.4942, 3.0517], [-2.9025, 0.6472, 0.8192], [-3.6092, 1.0558, -0.4458], [-3.3120, -0.0603, -1.3866], [-2.2092, -0.6831, -0.8587], [-1.8479, -0.3696, 0.3351], [-1.6682, -1.8504, -1.5536], [-2.6421, -2.7122, -2.0567], [-2.2854, -3.9309, -2.5870], [-0.9239, -4.2527, -2.6322], [0.0179, -3.4641, -2.0514], [-0.3434, -2.2077, -1.5255], [1.1341, -1.2479, -1.1823], [2.0564, -1.1057, -2.7134], [3.3007, -0.2332, -2.8282], [4.4438, -1.2104, -2.9821], [4.2824, -2.1222, -3.9459], [3.0010, -2.2556, -4.6029], [1.8944, -1.9596, -3.8204], [2.0473, -2.2380, 0.0190], [2.9788, -3.1487, -0.4582], [3.6766, -3.9257, 0.4444], [3.5104, -3.7130, 1.7810], [2.5507, -2.8064, 2.2478], [1.8316, -1.9989, 1.3674], [-5.4155, -1.5770, 1.9447], [-4.0243, -2.0837, 1.0608], [-5.2250, -1.1572, 0.2663], [-4.6743, 0.7474, 1.9402], [-2.5264, -1.3107, 2.8893], [-4.0208, -0.8428, 3.7352], [-2.7501, 0.4041, 3.5063], [-2.3911, 1.5083, 1.3133], [-3.2595, 1.9534, -0.9604], [-4.6586, 1.0575, -0.3411], [-3.6801, -2.3314, -2.0294], [-2.9805, -4.6955, -2.9441], [-0.6069, -5.2161, -3.0738], [1.0376, -3.8315, -1.9991], [3.4603, 0.3879, -1.9541], [5.2931, -1.1523, -2.2748], [5.0235, -2.8359, -4.2435], [2.9305, -2.9601, -5.4115], [0.9532, -2.4212, -4.0644], [3.1130, -3.2069, -1.5310], [4.4412, -4.6694, 0.1192], [4.1255, -4.3280, 2.4807], [2.4035, -2.6109, 3.3200], [1.0350, -1.2608, 1.7113], [1.9089, 1.1363, -4.5198], [3.0960, 0.6177, -4.1624], [4.0731, 0.9119, -5.0171], [2.1630, -0.8014, 9.1839], [2.1367, -1.0914, 8.0988]],
  "forces_ev_per_angstrom": [[-0.475, 0.526, 0.446], [-0.557, 0.230, 0.079], [0.372, -0.731, -0.090], [-0.270, 0.521, 0.015], [-1.689, 0.620, -0.428], [0.625, -0.669, 0.242], [-0.115, 0.252, 0.573], [-0.142, -1.388, -0.061], [0.050, 0.234, -0.279], [0.690, -0.135, -0.089], [-0.430, -0.936, -0.093], [0.043, 0.760, -0.852], [-0.963, -0.294, 0.601], [-0.024, 0.436, -0.799], [-0.504, 0.431, 0.178], [-0.216, 0.280, 0.383], [1.154, -1.182, -0.342], [-0.510, 0.556, -0.608], [-0.107, -0.293, -0.442], [1.234, 0.093, 1.361], [0.334, 1.755, 0.241], [-0.184, 0.016, -0.496], [1.324, -0.565, -0.839], [-0.150, 0.027, -0.103], [-0.057, 0.156, 0.509], [0.335, -0.001, -0.384], [0.054, 0.030, 0.645], [0.068, 0.129, 0.198], [-0.036, -0.237, 0.529], [-0.025, -0.087, -0.344], [-0.140, -0.379, 0.176], [-0.671, -1.007, -0.651], [0.400, -0.155, -0.156], [0.432, 1.292, 0.457], [0.974, -0.605, -0.094], [1.225, -0.736, -1.536], [0.718, 0.095, 0.402], [-0.610, 1.024, 1.645], [-1.211, 0.920, -0.411], [-0.666, 0.234, -0.062], [-0.962, 0.269, -0.262], [0.528, -0.439, -0.305], [-0.666, -1.733, -0.279], [0.110, 0.488, 0.299], [1.019, -0.907, -0.590], [1.163, 1.411, -1.068], [-1.185, -0.183, 0.899], [-0.365, -0.420, -0.285], [0.707, 0.437, 0.895], [-0.250, 0.101, -0.603], [0.020, -0.095, 0.535], [0.355, 0.106, -0.062], [-0.202, 0.418, -0.438], [-0.384, -0.049, 0.035], [1.317, -0.657, -1.047], [-0.174, -0.532, 1.775], [0.076, 0.846, 0.884], [-0.669, -0.450, 0.511], [0.149, 0.250, 0.014], [0.433, -0.084, 0.065], [0.212, 0.623, 0.175], [0.169, 0.069, 0.422], [-0.253, 0.518, -0.068], [-0.004, -0.094, 0.257], [-0.178, -1.044, -0.158], [-0.388, -0.785, -0.250], [-0.030, -0.028, 0.395], [-1.259, 0.190, 0.092], [0.642, -0.583, 0.004], [-0.067, 0.615, 0.026], [-0.279, 0.591, 0.312], [-0.105, 0.286, -0.088], [-0.058, 0.339, 0.229], [-0.436, -0.159, -0.672], [0.575, -0.238, 0.122], [-0.206, -0.009, -0.367], [-0.283, -0.076, 0.041], [0.211, -0.111, -0.025], [-0.745, 0.697, 0.092], [-0.703, 0.722, -0.429], [0.234, -0.362, -0.447], [1.319, -1.031, -0.340], [0.265, -0.031, 0.190], [-0.068, -0.098, -0.167], [0.120, 0.080, 0.135], [0.013, 0.050, 0.297], [0.001, -0.124, -0.273]]
}


{
  "formula": "C17H25NO4",
  "method": "ωB97M-V with the def2-TZVPD basis set",
  "total_charge": 0,
  "multiplicity": 1,
  "fmax_ev_per_a": 16.63,
  "e_above_lowest_kcal_mol": 355.69,
  "smiles": "CC(C)COc1ccc(C(=O)N[C@H](CC(C)C)C(=O)O)cc1",
  "elements": ["C", "H", "H", "H", "C", "C", "H", "H", "H", "C", "O", "C", "C", "C", "C", "C", "C", "H", "H", "C", "O", "N", "H", "C", "C", "H", "H", "C", "C", "H", "H", "H", "C", "H", "H", "H", "H", "H", "C", "O", "O", "H", "H", "H", "H", "H", "H"],
  "coordinates": [[7.9360, 0.3696, -0.8939], [8.9948, 0.6954, -0.5892], [7.8422, 1.0025, -1.9264], [8.0188, -0.7226, -1.2391], [6.8083, 0.4307, -0.1036], [7.0355, -0.1984, 1.4105], [7.1209, -1.3061, 1.3533], [7.9873, 0.2938, 1.6735], [6.2261, 0.0630, 1.9714], [5.4756, 0.0936, -0.5183], [4.3623, 0.7548, 0.4036], [3.0334, 0.3270, 0.0221], [2.2205, 0.4720, 0.9589], [0.8800, 0.4773, 0.9428], [0.4026, -0.3306, -0.3423], [1.2824, -0.7861, -1.0167], [2.7332, -0.6452, -0.9368], [3.3556, -0.8862, -1.6543], [1.1096, -1.2068, -2.0612], [-1.0332, -0.6045, -0.3470], [-1.3825, -1.5766, -1.3038], [-2.0522, 0.2050, 0.3013], [-1.6688, 0.9557, 0.8375], [-3.4190, 0.0064, 0.0410], [-4.1285, 1.3887, 0.0007], [-4.3851, 1.1411, 1.2656], [-3.4438, 1.8934, 0.1783], [-5.2981, 1.6434, -0.6956], [-6.4289, 0.3076, -0.4841], [-6.6134, 0.1265, 0.5055], [-5.9246, -0.4700, -1.0406], [-7.2654, 0.5688, -1.3033], [-5.9647, 2.8377, -0.2368], [-6.8562, 2.8927, -0.9347], [-5.3212, 3.5560, -0.3118], [-6.3246, 2.9348, 0.8003], [-4.9521, 1.5832, -1.8690], [-3.4512, -0.2315, -0.9425], [-3.8860, -1.2466, 0.6507], [-4.6988, -1.0888, 1.6886], [-3.3464, -2.5148, 0.3100], [-2.8629, -2.2282, -0.3044], [0.0734, 0.6645, 1.7057], [2.5065, 1.0480, 1.9643], [5.1614, 0.6433, -1.5723], [5.5889, -1.0188, -0.6171], [6.7827, 1.5722, 0.2903]],
  "forces_ev_per_angstrom": [[4.524, -1.221, -6.798], [-1.948, -0.524, 0.527], [-0.140, -1.475, 2.201], [0.465, 1.224, 0.066], [-1.547, 5.418, 8.732], [2.543, -0.612, -4.088], [0.175, 0.620, 0.127], [-0.515, -0.585, 0.599], [-1.953, 0.811, 1.777], [-3.198, 1.789, -3.294], [0.818, -2.587, -2.495], [9.457, -4.056, -5.460], [-6.273, 6.362, 11.825], [-3.022, -3.814, -3.772], [-8.413, 7.218, 12.396], [10.294, -5.891, -11.366], [-4.545, 4.290, 4.223], [2.715, -1.630, -3.488], [-0.689, -0.209, 1.696], [-3.904, -2.945, -6.151], [0.763, 4.970, 5.641], [5.443, -2.696, -1.287], [-0.383, 0.374, 0.378], [0.149, 0.514, -2.359], [-7.652, -12.289, 7.161], [-0.335, 1.640, -2.668], [10.789, 9.720, 1.466], [-3.048, -4.612, -3.353], [1.714, 3.593, -6.463], [-0.840, -0.403, 2.246], [0.114, -0.826, 0.531], [1.202, -0.399, 2.609], [-5.427, -1.853, -0.706], [0.849, 0.947, 0.951], [3.357, 5.082, -0.964], [0.112, -1.040, -0.239], [-1.490, 0.660, 2.344], [0.297, -1.063, -3.853], [-4.867, -1.487, 8.424], [3.955, -1.729, -5.423], [-8.153, 0.907, 8.619], [7.447, 2.330, -9.025], [1.774, 0.028, -0.451], [0.468, -1.359, -2.224], [1.057, -1.822, 2.263], [-1.753, 0.530, 0.186], [-0.386, -1.904, -1.061]]
}